Below is a structure of composition C24H50N6O10PSiW, with properties calculated with ωB97M-V with the def2-TZVPD basis set.

Cartesian coordinates (Å):
W 0.269 0.081 0.177
N 0.068 1.469 2.115
C -1.053 2.105 2.843
C -2.080 1.128 3.387
C -3.043 0.588 2.330
C -2.684 -0.779 1.776
N -1.261 -0.967 1.401
H 0.663 0.964 2.766
H 0.682 2.209 1.786
H -1.536 2.806 2.161
H -0.640 2.696 3.665
H -2.646 1.645 4.163
H -1.566 0.311 3.911
H -3.113 1.307 1.515
H -4.047 0.504 2.750
H -3.318 -0.999 0.927
H -2.903 -1.539 2.534
H -1.133 -1.930 0.996
H -0.716 -1.016 2.255
C -1.656 -4.601 0.941
N -0.851 -3.674 0.154
C 0.536 -4.132 0.107
C -1.387 -3.570 -1.199
C -0.873 -2.423 -2.047
N -1.232 -1.036 -1.649
C -0.892 -0.193 -2.818
C -2.700 -0.948 -1.535
H -1.646 -5.617 0.525
H -2.687 -4.251 0.985
H -1.270 -4.651 1.961
H 0.598 -5.155 -0.293
H 0.957 -4.117 1.108
H 1.138 -3.464 -0.508
H -2.475 -3.538 -1.140
H -1.158 -4.487 -1.767
H -1.302 -2.595 -3.045
H 0.205 -2.457 -2.160
H -1.337 -0.613 -3.727
H 0.181 -0.124 -2.943
H -1.304 0.805 -2.686
H -3.166 -1.152 -2.506
H -2.989 0.045 -1.204
H -3.076 -1.680 -0.831
C 2.571 -2.313 -3.189
Si 2.729 -0.783 -2.125
C 4.348 -0.875 -1.211
C 2.680 0.721 -3.240
O 1.442 -0.778 -1.055
H 3.341 -2.270 -3.963
H 1.613 -2.387 -3.702
H 2.733 -3.233 -2.622
H 5.103 -1.286 -1.886
H 4.273 -1.558 -0.370
H 4.722 0.084 -0.851
H 3.688 0.939 -3.599
H 2.305 1.615 -2.742
H 2.055 0.550 -4.120
O 3.881 1.965 1.149
C 2.975 1.565 0.456
O 2.054 0.749 0.915
H 2.880 1.852 -0.602
O 0.444 1.859 -1.045
C -0.741 2.204 -0.797
O -1.400 1.367 -0.109
C -1.324 3.474 -1.261
C -2.642 3.778 -0.938
C -3.157 4.978 -1.385
C -2.428 5.882 -2.133
C -1.122 5.533 -2.426
C -0.544 4.351 -2.010
N -0.304 6.473 -3.226
O -0.838 7.494 -3.591
O 0.840 6.145 -3.453
N -4.559 5.307 -1.040
O -5.146 4.518 -0.329
O -5.015 6.330 -1.491
H -3.254 3.105 -0.357
H -2.855 6.812 -2.475
H 0.481 4.124 -2.265
C 2.616 -0.240 3.838
P 2.221 -1.702 2.867
C 1.692 -2.958 4.039
C 3.784 -2.259 2.197
O 1.143 -1.503 1.822
H 3.435 -0.470 4.520
H 1.757 0.060 4.444
H 2.918 0.572 3.174
H 2.447 -3.114 4.808
H 1.518 -3.897 3.514
H 0.762 -2.646 4.517
H 4.498 -2.447 2.998
H 4.179 -1.474 1.556
H 3.645 -3.170 1.614

Values from the calculation:
LUMO energy = -3.230 eV
Kohn-Sham gap = 6.553 eV
largest force on an atom = 0.52 eV Å⁻¹
HOMO level = -9.78 eV
total charge = +1



Below is a structure of composition C24H51AsBr4O5PPtSbSi3, with properties calculated with ωB97M-V with the def2-TZVPD basis set.

Cartesian coordinates (Å):
Pt -0.583 -0.257 -0.401
Br 3.840 -5.433 -0.729
C 3.189 -3.790 -0.056
C 3.378 -3.424 1.269
Br 4.270 -4.598 2.455
C 2.884 -2.203 1.738
Br 3.075 -1.684 3.549
C 2.188 -1.297 0.915
O 1.716 -0.176 1.299
C 1.925 -1.744 -0.424
O 1.178 -0.955 -1.196
C 2.458 -2.929 -0.892
Br 2.141 -3.342 -2.712
C -3.089 2.488 0.202
As -2.728 0.603 0.018
C -3.840 0.259 -1.542
C -3.759 -0.061 1.519
H -4.168 2.639 0.169
H -2.622 3.029 -0.616
H -2.704 2.855 1.149
H -3.639 1.043 -2.272
H -4.896 0.281 -1.272
H -3.582 -0.695 -1.989
H -4.811 0.180 1.368
H -3.402 0.431 2.424
H -3.628 -1.134 1.627
C -4.325 -4.503 0.246
C -3.627 -3.252 -0.233
O -2.564 -2.949 0.687
P -1.123 -2.399 0.186
O -0.694 -3.433 -0.928
C -0.462 -4.840 -0.678
C -0.955 -5.626 -1.867
O -0.296 -2.670 1.491
C -0.569 -3.519 2.624
C -1.068 -2.676 3.773
H -5.148 -4.752 -0.426
H -4.727 -4.359 1.249
H -3.631 -5.344 0.268
H -4.315 -2.408 -0.251
H -3.218 -3.392 -1.236
H -0.968 -5.139 0.243
H 0.613 -4.959 -0.541
H -2.031 -5.505 -2.004
H -0.743 -6.685 -1.718
H -0.443 -5.293 -2.769
H 0.385 -3.986 2.862
H -1.288 -4.291 2.348
H -0.353 -1.880 3.982
H -1.173 -3.293 4.667
H -2.038 -2.236 3.539
C 1.299 5.397 -1.731
Si -0.041 4.134 -1.295
C -1.171 5.049 -0.066
C -1.027 3.719 -2.856
Sb 0.969 1.904 -0.381
Si 1.533 2.665 2.005
C 0.035 2.113 2.987
C 3.099 1.974 2.727
C 1.709 4.535 2.009
Si 2.775 1.428 -2.165
C 3.672 3.032 -2.550
C 1.816 0.880 -3.673
C 4.074 0.225 -1.592
H 0.929 6.401 -1.511
H 1.556 5.365 -2.791
H 2.218 5.253 -1.164
H -2.153 5.232 -0.506
H -0.727 6.022 0.155
H -1.319 4.541 0.886
H -1.939 4.319 -2.927
H -1.308 2.664 -2.898
H -0.428 3.926 -3.746
H -0.135 1.049 2.806
H -0.867 2.672 2.723
H 0.220 2.257 4.055
H 2.970 0.922 2.969
H 3.353 2.543 3.627
H 3.936 2.045 2.029
H 0.886 5.074 1.544
H 2.636 4.828 1.513
H 1.778 4.864 3.050
H 3.041 3.757 -3.060
H 4.503 2.787 -3.218
H 4.094 3.503 -1.661
H 1.400 1.733 -4.212
H 1.019 0.189 -3.399
H 2.494 0.348 -4.348
H 4.390 0.435 -0.568
H 4.943 0.332 -2.248
H 3.737 -0.808 -1.634

Values from the calculation:
LUMO energy = 0.028 eV
Kohn-Sham gap = 6.456 eV
energy above the lowest of the compared OMol25 structures with the same formula, charge and spin = 15.2 kcal per mole
largest force on an atom = 0.61 eV Å⁻¹
HOMO level = -6.43 eV



- The lowest HOMO level belongs to which entry?
  C24H50N6O10PSiW



- Number 1 is which compound?
  C24H50N6O10PSiW



What did the first record say?
Below is a structure of composition C24H50N6O10PSiW, with properties calculated with ωB97M-V with the def2-TZVPD basis set.

Cartesian coordinates (Å):
W 0.269 0.081 0.177
N 0.068 1.469 2.115
C -1.053 2.105 2.843
C -2.080 1.128 3.387
C -3.043 0.588 2.330
C -2.684 -0.779 1.776
N -1.261 -0.967 1.401
H 0.663 0.964 2.766
H 0.682 2.209 1.786
H -1.536 2.806 2.161
H -0.640 2.696 3.665
H -2.646 1.645 4.163
H -1.566 0.311 3.911
H -3.113 1.307 1.515
H -4.047 0.504 2.750
H -3.318 -0.999 0.927
H -2.903 -1.539 2.534
H -1.133 -1.930 0.996
H -0.716 -1.016 2.255
C -1.656 -4.601 0.941
N -0.851 -3.674 0.154
C 0.536 -4.132 0.107
C -1.387 -3.570 -1.199
C -0.873 -2.423 -2.047
N -1.232 -1.036 -1.649
C -0.892 -0.193 -2.818
C -2.700 -0.948 -1.535
H -1.646 -5.617 0.525
H -2.687 -4.251 0.985
H -1.270 -4.651 1.961
H 0.598 -5.155 -0.293
H 0.957 -4.117 1.108
H 1.138 -3.464 -0.508
H -2.475 -3.538 -1.140
H -1.158 -4.487 -1.767
H -1.302 -2.595 -3.045
H 0.205 -2.457 -2.160
H -1.337 -0.613 -3.727
H 0.181 -0.124 -2.943
H -1.304 0.805 -2.686
H -3.166 -1.152 -2.506
H -2.989 0.045 -1.204
H -3.076 -1.680 -0.831
C 2.571 -2.313 -3.189
Si 2.729 -0.783 -2.125
C 4.348 -0.875 -1.211
C 2.680 0.721 -3.240
O 1.442 -0.778 -1.055
H 3.341 -2.270 -3.963
H 1.613 -2.387 -3.702
H 2.733 -3.233 -2.622
H 5.103 -1.286 -1.886
H 4.273 -1.558 -0.370
H 4.722 0.084 -0.851
H 3.688 0.939 -3.599
H 2.305 1.615 -2.742
H 2.055 0.550 -4.120
O 3.881 1.965 1.149
C 2.975 1.565 0.456
O 2.054 0.749 0.915
H 2.880 1.852 -0.602
O 0.444 1.859 -1.045
C -0.741 2.204 -0.797
O -1.400 1.367 -0.109
C -1.324 3.474 -1.261
C -2.642 3.778 -0.938
C -3.157 4.978 -1.385
C -2.428 5.882 -2.133
C -1.122 5.533 -2.426
C -0.544 4.351 -2.010
N -0.304 6.473 -3.226
O -0.838 7.494 -3.591
O 0.840 6.145 -3.453
N -4.559 5.307 -1.040
O -5.146 4.518 -0.329
O -5.015 6.330 -1.491
H -3.254 3.105 -0.357
H -2.855 6.812 -2.475
H 0.481 4.124 -2.265
C 2.616 -0.240 3.838
P 2.221 -1.702 2.867
C 1.692 -2.958 4.039
C 3.784 -2.259 2.197
O 1.143 -1.503 1.822
H 3.435 -0.470 4.520
H 1.757 0.060 4.444
H 2.918 0.572 3.174
H 2.447 -3.114 4.808
H 1.518 -3.897 3.514
H 0.762 -2.646 4.517
H 4.498 -2.447 2.998
H 4.179 -1.474 1.556
H 3.645 -3.170 1.614

Values from the calculation:
LUMO energy = -3.230 eV
Kohn-Sham gap = 6.553 eV
largest force on an atom = 0.52 eV Å⁻¹
HOMO level = -9.78 eV
total charge = +1